170
Properties=species:S:1:pos:R:3:forces:R:3 method="wB97M-V/def2-TZVPD" e_lumo_ha=-0.0967 e_homo_ha=-0.3572 total_charge=+1 gap_ha=0.26044 total_energy_ha=-4939.27619
S -0.19027 -0.16795 4.65741 0.4 0.0 0.0
S -4.45238 -0.75649 1.41814 -0.2 -0.4 0.4
S 1.85763 2.04531 4.83965 -0.7 -2.5 -0.6
O -1.90969 7.03017 1.61881 0.5 -5.2 0.8
O 2.99283 -7.21976 0.45501 -0.1 0.2 -0.1
O 7.20232 0.12758 2.71514 0.2 0.1 0.2
O 5.63022 2.45438 -2.25664 0.5 0.1 -0.3
O -1.72318 -3.27277 5.99672 -0.3 0.0 0.0
O -8.52044 1.05661 -1.06513 0.1 -0.1 0.0
O -4.41796 -0.58824 -1.68991 3.9 0.0 1.9
O -0.97872 -1.02197 -9.02232 -0.2 0.2 0.3
O 0.04260 -5.15669 -1.90079 -0.2 0.2 -0.1
O -2.07438 4.67838 1.34710 -0.2 1.9 1.6
O -10.06961 1.53055 -6.00520 -0.3 -0.1 0.0
O 5.74852 6.64524 -4.36245 -0.2 0.3 0.1
O 6.43731 -10.09928 2.07151 0.1 0.1 0.3
O -0.54529 11.49406 -0.30528 -0.2 0.1 0.2
N 5.16561 -7.10280 1.01418 -0.1 0.0 0.2
N -7.09499 -0.18391 -2.27963 -0.1 0.1 0.2
N 7.80584 2.57469 -1.69516 -0.1 -0.2 0.2
N 7.29843 -0.69605 4.80355 -0.1 -0.1 0.0
N -1.10328 9.60000 0.76747 0.0 0.2 0.1
N 4.46445 8.25056 -5.26931 0.0 0.0 -0.2
N -0.93692 -6.82951 -0.76709 0.0 0.1 0.2
N 2.51869 -0.19422 3.47535 -3.0 -0.7 -0.9
N -0.27366 -0.47059 -6.96149 0.2 0.0 0.1
N -1.37197 -5.44142 5.52876 0.1 0.0 -0.1
N -11.73099 2.54245 -7.12933 0.0 0.1 -0.1
N 8.46622 -9.45895 2.79533 0.1 0.2 -0.1
C 4.29285 7.84464 -2.88062 -0.2 0.2 0.1
C 1.67751 -4.14877 4.11735 0.2 1.8 -2.8
C -2.45920 0.30700 -7.68572 -0.1 0.2 0.3
C -2.11950 -4.42860 6.03760 0.3 -0.1 -0.1
C -1.86538 11.71617 1.68453 -0.2 -0.1 0.2
C 7.64747 0.20731 3.85027 -0.2 -0.2 -0.1
C -1.13350 -0.49136 3.09669 0.2 -0.3 -1.9
C -9.25593 0.36484 -3.24378 0.1 -0.1 -0.1
C -1.19136 -0.45179 -7.96643 0.3 -0.3 -0.4
C 4.09441 -6.72495 0.26977 0.1 -0.2 0.3
C -0.70204 5.79038 3.34564 -0.6 -1.5 -1.0
C 0.66282 -0.38819 -3.83639 -2.8 -0.5 2.3
C 1.67583 -3.71040 1.50697 0.2 0.9 3.2
C -1.11530 10.95202 0.62823 0.3 -0.2 -0.5
C -0.20693 0.89267 -3.66224 -0.8 -2.5 1.3
C 4.66055 1.52768 0.48925 -3.4 -0.1 0.4
C -3.43963 -4.82160 6.64118 -0.1 -0.3 0.0
C -11.24819 1.56118 -6.32197 0.3 0.3 -0.1
C 3.58087 2.14820 -0.43822 -1.6 -1.9 3.6
C -1.53465 0.90785 -2.81968 2.3 -3.3 -0.4
C 4.35594 -5.67677 -0.77633 0.2 0.1 -0.1
C -2.33751 -1.55402 3.25001 0.2 -0.1 1.1
C 6.99257 4.00528 -3.48126 0.2 0.0 0.2
C 1.99310 -2.18800 1.75159 -0.3 -2.2 2.5
C 0.24675 -1.71995 -3.15001 -2.6 3.3 0.6
C 2.09625 1.98857 0.00384 2.5 -1.7 2.3
C -3.14723 2.48874 1.67163 -0.6 0.0 -0.7
C 2.18331 -1.60407 3.20079 -0.8 -5.1 -1.5
C -1.06444 -1.71635 -2.31197 1.3 2.9 -1.4
C -3.80694 -0.89659 3.18699 0.8 -0.8 1.1
C 4.90503 7.51586 -4.21419 0.2 -0.1 -0.4
C 6.95498 -10.52052 4.37473 0.2 0.0 0.2
C -2.94068 -0.83074 0.34496 1.2 1.2 -1.3
C 2.83019 0.57584 2.25158 1.9 2.6 -4.4
C -0.91519 -5.90106 -1.75867 0.3 -0.2 0.3
C 1.74084 1.22061 1.31373 2.8 0.2 -1.0
C -1.94386 -0.42606 -2.14898 2.4 -0.4 -1.1
C -2.12709 -5.85698 -2.64860 -0.2 -0.2 0.0
C 1.48510 0.49543 4.27017 1.0 2.1 -0.3
C -3.25723 -0.60051 -1.22404 -1.3 0.1 -1.6
C 4.29918 0.74904 1.80030 -2.4 1.3 -2.0
C 1.48903 -4.71470 2.66750 1.0 4.5 0.4
C -3.17680 4.05160 2.06469 0.5 -0.8 0.9
C -1.63810 5.86516 2.02085 0.2 4.2 0.1
C -5.29085 0.89841 1.33739 -0.3 2.4 0.0
C -12.24814 0.53858 -5.85736 -0.3 0.0 -0.1
C 2.02775 -2.66581 4.35515 -0.3 -0.4 -2.4
C 6.73296 2.95364 -2.44019 0.1 -0.1 -0.1
C 8.59913 1.28761 4.28257 0.1 0.0 0.2
C 7.24109 -10.01885 2.98625 0.0 0.0 -0.4
C -8.28194 0.45291 -2.10265 0.0 -0.1 0.1
C -4.39214 2.07337 0.69395 -0.1 0.8 0.9
H 3.56081 8.65104 -2.95709 0.1 -0.1 0.1
H 7.63922 -0.66997 5.74951 0.0 0.1 -0.2
H -3.85157 0.10853 3.74323 0.1 -1.5 -1.1
H 1.22925 -5.79339 2.42165 0.5 1.6 0.6
H -6.42745 -0.13688 -1.52744 0.0 -0.1 -0.3
H 6.36668 4.87541 -3.27351 0.1 -0.2 -0.2
H -2.37912 -1.83387 0.42047 -1.1 1.5 0.2
H -3.19634 1.90035 2.65121 0.1 0.7 -1.5
H -2.45754 0.74532 -6.68514 0.0 0.0 -0.1
H -0.26942 6.80715 3.61877 -0.8 -1.4 -0.6
H -2.66651 12.28585 1.21048 0.2 0.0 0.0
H 9.15967 -9.37158 3.51866 -0.2 -0.1 -0.1
H -1.55807 9.11020 1.51881 0.1 0.0 -0.2
H -2.97586 4.17592 3.19422 -0.3 -0.4 -1.6
H 2.15851 -2.26397 5.42563 -0.3 -0.9 -1.8
H 1.23750 2.40023 -0.64375 1.5 -0.7 1.2
H 6.74625 -11.59075 4.33044 -0.1 0.1 0.0
H -0.48135 -5.20137 5.11759 -0.1 0.0 0.0
H -1.70217 -7.46351 -0.61181 0.1 0.1 -0.2
H 1.54437 -4.86993 5.00702 0.5 1.5 -1.5
H -2.58101 -4.86617 -2.58451 0.1 0.0 -0.1
H -2.26351 -2.04673 4.30340 -0.1 0.8 -1.7
H -6.85049 -0.69272 -3.11210 -0.1 0.1 0.1
H -2.56363 1.10919 -8.41818 -0.1 -0.2 0.0
H -12.29115 0.55256 -4.76677 0.1 -0.1 -0.1
H 1.57815 -4.09953 0.42928 0.1 0.8 1.8
H -4.05299 1.86975 -0.37637 -0.5 0.1 1.5
H -1.17767 12.39955 2.18555 -0.1 0.0 -0.1
H 8.72875 2.95704 -1.81094 -0.2 0.0 -0.1
H 5.17259 0.31029 2.38289 -1.5 0.6 -0.8
H 8.12233 2.25921 4.14159 0.1 -0.1 -0.1
H 1.64872 -0.40345 -4.42918 -1.8 0.4 1.0
H -6.34171 0.86804 0.85319 1.8 -0.6 0.4
H -2.23300 -2.43018 2.50503 -0.2 1.5 1.2
H -3.60993 -5.89821 6.58029 0.0 0.1 0.0
H -4.18214 4.56339 1.86635 1.4 -0.7 -0.1
H -3.30748 -0.37485 -7.76660 0.1 0.1 -0.1
H 0.14865 1.86432 -4.16776 -0.7 -1.7 1.0
H -8.85520 -0.21657 -4.07572 -0.1 0.1 0.0
H -5.48661 1.21512 2.43316 0.5 -0.9 -1.6
H 0.11167 5.01901 3.10822 -1.0 1.1 0.6
H -2.87140 -6.60126 -2.35876 0.0 0.1 -0.1
H -0.13345 -6.87840 -0.15740 0.0 -0.1 -0.1
H 3.73172 -4.80530 -0.57100 0.0 -0.1 -0.1
H 9.50242 1.23139 3.67272 -0.1 0.1 0.0
H -2.15059 1.86881 -2.68093 1.1 -1.7 -0.3
H 8.03786 4.32097 -3.48702 -0.1 0.0 0.0
H -2.30432 11.05195 2.43201 0.0 0.1 0.0
H 6.08503 -9.99430 4.77130 0.0 -0.1 -0.1
H 2.07359 -1.54600 0.81721 0.0 -0.8 1.6
H -13.24729 0.74006 -6.24859 0.1 -0.1 0.1
H -11.07908 3.24028 -7.45414 -0.1 -0.1 0.0
H -1.65639 -6.40635 5.54005 0.0 0.2 0.1
H 6.08928 -6.72345 0.89655 -0.2 0.0 -0.1
H -4.51277 -1.64170 3.71487 0.8 1.3 -1.1
H 7.65779 1.86940 -0.98949 0.1 0.1 -0.1
H -11.93232 -0.44883 -6.19845 0.0 0.1 0.1
H 0.58521 -0.97334 -7.12588 -0.1 0.1 0.0
H 3.81435 2.69735 -1.41354 -0.2 -1.1 1.9
H -2.23342 0.01848 0.64849 -0.9 -1.4 -0.4
H 4.10568 -6.08309 -1.75789 -0.1 0.1 0.1
H 0.85800 -2.68773 -3.22106 -1.1 1.7 0.1
H 6.66046 -1.43086 4.53706 0.1 0.1 0.1
H 8.68176 -9.11535 1.87183 0.0 -0.1 0.1
H -12.69288 2.60756 -7.41601 0.1 -0.1 0.1
H 7.79890 -10.35700 5.04800 -0.1 0.0 0.0
H -1.82046 -6.05259 -3.67753 0.0 0.2 0.1
H 3.79402 6.95628 -2.48908 0.1 0.0 0.0
H -0.39606 -0.88735 2.30186 -1.1 0.6 1.2
H 3.77232 8.97661 -5.19462 0.1 -0.1 0.1
H 5.40164 -5.36281 -0.78452 -0.1 0.0 0.0
H -3.45338 -4.52491 7.69127 -0.1 0.1 -0.1
H 6.74404 3.60232 -4.46449 -0.1 0.1 0.1
H 8.87984 1.18556 5.33267 0.0 0.1 -0.1
H -1.36596 -2.67652 -1.78226 0.4 1.4 -0.8
H 5.08206 8.15395 -2.19318 -0.1 -0.1 0.0
H -4.24235 -4.31065 6.10624 0.1 0.0 0.1
H -1.53837 0.51520 2.73169 0.6 -1.4 0.5
H 0.63646 1.11802 1.56998 1.6 0.2 -0.2
H 4.86057 8.04836 -6.17470 -0.1 0.0 0.1
H -2.18343 2.22038 1.09329 -1.3 0.7 1.3
H -0.40610 -0.01491 -6.07447 -0.1 -0.1 -0.2
H 5.01602 -7.80615 1.72290 0.1 -0.1 -0.2
H -5.04991 3.02437 0.64513 0.7 -1.8 -0.1
H 5.74761 1.66954 0.16656 -1.9 -0.4 0.8
H -10.17272 -0.11306 -2.89316 0.0 0.1 0.0
H -1.34046 5.37081 4.19323 1.0 0.6 -1.0
H -9.48066 1.37114 -3.59908 -0.1 -0.2 0.0
H -0.60675 9.06596 0.07131 -0.1 0.0 0.1